Entry 1:
One molecule with the formula C7H16BBrO3 in a non-equilibrium geometry, computed with wB97M-V/def2-TZVPD.

Summary:
Frontier orbital gap, eV: 9.691
LUMO level, eV: 0.27
Energy above the lowest of the compared OMol25 structures with the same formula, charge and spin, kcal/mol: 0.0
SMILES: CC(C)(O)C(C)(C)OB(O)CBr
HOMO, eV: -9.4

Structure (XYZ):
```
28
Properties=species:S:1:pos:R:3:forces:R:3
H 2.27884 0.18348 -1.23875 -1.5 0.2 1.6
H -0.01124 1.52037 3.01205 0.7 0.4 -1.4
C 1.71789 0.43557 -0.23974 -1.7 1.8 -5.0
Br 0.36910 -3.90451 0.04483 -0.2 -0.7 0.3
H 0.07728 2.38741 1.40170 0.5 0.5 0.0
H -2.24912 0.89058 1.21945 -0.7 0.7 0.6
H -1.33497 -3.60531 -1.89232 0.6 0.0 0.7
H 0.30371 -3.96984 -2.44344 -0.3 0.3 0.6
O 0.46602 -1.05076 -2.89294 0.2 0.9 -0.4
H 2.01114 -0.22150 0.48215 1.5 -1.1 2.2
H -1.98267 -0.73049 0.79188 -0.3 -0.6 -0.5
H 1.85882 1.52725 -0.15692 0.5 -0.7 0.7
H -1.88146 -0.43135 2.51067 -0.1 1.2 -1.0
H 0.45344 -1.43409 -3.76100 0.0 -0.5 -0.3
H -0.02197 -1.67198 1.90538 1.4 2.3 0.0
C -0.26648 -3.38619 -1.68780 0.5 1.5 -2.0
C 0.14653 0.24055 -0.22818 0.9 -1.1 1.2
C -0.79662 1.18249 -0.98058 3.2 1.1 -0.4
H -1.67443 1.42253 -0.46465 -1.4 -0.2 0.2
C 0.42810 1.52676 1.94933 -1.0 -2.3 2.0
B 0.06802 -1.73388 -1.80768 -0.8 -2.5 0.3
O 0.46810 -0.77094 2.02122 -0.8 -3.4 0.0
H -0.33794 2.16252 -1.25500 0.1 -0.6 0.6
C -1.69081 0.02741 1.49126 0.2 -1.1 1.4
H -0.84494 0.71633 -1.91903 -1.2 -0.5 -1.4
H 1.53474 1.28783 2.05522 -1.5 1.0 -0.3
O -0.13799 -1.15494 -0.63649 0.0 1.8 1.1
C -0.21000 0.22555 1.32516 1.0 1.5 -0.7
```
Positions in Å, forces in eV/Å.


Entry 2:
C7H16BCdClGaO2 as an isolated structure in a non-equilibrium geometry, computed with wB97M-V/def2-TZVPD.

Summary:
Frontier orbital gap, eV: 3.016
LUMO level, eV: -6.99
Total charge: +1
HOMO, eV: -10.0

Structure (XYZ):
```
29
Properties=species:S:1:pos:R:3:forces:R:3
H 4.20901 -1.35094 1.17676 0.1 -0.1 0.0
C -3.02706 -2.03245 -0.43836 -0.2 0.0 0.1
H 0.52953 4.47524 -0.47860 -0.3 0.5 -0.1
O 2.94470 -1.65913 -1.27754 -0.4 0.6 0.0
C -1.73163 -1.56371 0.19408 0.0 0.2 -0.4
B 2.66354 -0.99765 -0.20933 2.0 -0.9 -0.6
H -2.85775 -2.79074 -1.20024 0.0 -0.2 0.1
H 2.68347 -0.82150 1.97437 0.1 -0.1 0.2
H 3.40208 -1.21469 -2.00819 -0.1 -0.3 -0.3
H 0.82542 2.00002 -1.65731 0.3 0.0 -0.1
H 1.88178 2.34219 -0.23712 0.2 0.0 -0.1
Cl -1.01751 -2.85061 1.20686 0.1 -0.1 0.1
C -0.30649 4.03630 0.04450 0.9 -1.7 1.0
C -0.73206 -1.17371 -0.88118 0.5 -0.5 0.1
H -3.69313 -2.43728 0.35245 0.7 0.4 -0.9
Cd -4.95283 -3.28887 1.75608 -0.7 -0.5 0.8
H 3.65066 0.36730 1.14094 0.1 0.0 -0.1
C -0.22453 2.53961 0.10863 0.7 0.3 0.0
C 0.95619 1.89551 -0.58319 0.5 -0.3 -0.1
H -0.63790 4.37597 1.01614 -0.5 0.9 -0.4
H -0.35451 -2.06914 -1.36520 0.0 0.0 -0.2
O -1.15318 3.19431 -0.70213 -0.8 0.1 -0.2
H -1.93095 -0.71887 0.85190 -0.1 -0.1 0.2
H -0.59901 2.07417 1.01641 -0.3 0.1 0.0
H -1.20416 -0.52145 -1.62247 0.2 0.1 -0.1
Ga 0.62074 -0.00128 0.03799 -2.2 1.0 0.7
C 3.35095 -0.68177 1.12475 -1.1 0.4 0.4
H -3.55116 -1.19930 -0.90620 0.0 0.1 0.0
H 0.25580 0.07243 1.56519 0.3 -0.1 0.1
```
Positions in Å, forces in eV/Å.


Entry 3:
One molecule with the formula C7H16Br2O4P2 in a non-equilibrium geometry, computed with wB97M-V/def2-TZVPD.

Summary:
Frontier orbital gap, eV: 7.945
LUMO level, eV: 0.06
SMILES: CCP(CC)O[P@@](=O)(O)O[C@@H](Br)[C@@H](C)Br
HOMO, eV: -7.9

Structure (XYZ):
```
31
Properties=species:S:1:pos:R:3:forces:R:3
H -3.10067 2.66758 3.34374 2.6 0.5 -0.5
C 3.37506 -1.11781 -1.34191 2.5 1.3 -0.2
O 2.62701 -0.81908 -0.12990 -2.9 0.5 -1.6
C -2.69768 -1.89940 0.84375 0.0 -0.1 0.4
H -3.66085 -2.27920 1.42306 2.0 0.8 -1.4
H 2.42907 -0.49158 -4.69725 -0.7 0.3 2.6
Br 3.13601 -3.02657 -2.02309 0.1 1.7 0.5
H 1.42904 0.78067 -3.72517 1.3 -2.3 0.4
C -2.69289 -0.24917 0.73667 -1.3 -1.7 -0.3
Br 3.41417 1.91396 -1.88268 -0.1 -1.6 -0.3
C -1.92582 2.80098 3.18100 -1.0 -0.2 0.4
H -0.51510 0.51900 -1.51147 1.8 0.3 0.9
H 1.26716 -1.05626 -3.23437 1.7 1.6 -0.7
C -1.29843 1.28633 3.13922 -0.5 -1.3 2.4
P -1.07488 0.56265 1.37461 0.1 2.2 -0.7
H -0.28766 1.25815 3.76983 -2.0 -0.1 -1.7
H -3.67561 0.16272 1.25508 2.3 -0.5 -0.8
H -2.06387 0.59555 3.74014 1.7 1.5 -1.0
P 0.92639 -0.67094 -0.31323 -4.6 -2.5 -0.3
H -2.81911 0.00271 -0.41714 0.5 -0.2 2.5
C 2.03332 -0.24025 -3.60016 -0.8 1.2 -0.5
H -1.53191 3.37770 4.14590 -0.7 -1.3 -2.2
H -1.76225 -2.25204 1.45426 -1.8 0.6 -1.3
O 0.35514 0.80013 -1.07015 0.9 -3.2 0.6
H -1.75183 3.44031 2.21652 -0.2 -1.3 1.9
O 0.17054 -1.86773 -1.01010 3.1 4.0 2.0
H 4.52794 -1.09952 -1.02362 -2.9 -0.1 -0.4
C 3.27186 0.00419 -2.54831 0.5 -1.9 -1.8
H -2.63077 -2.34513 -0.23892 -0.2 0.7 2.3
O 0.26093 -0.60792 1.33671 0.5 1.0 -2.7
H 4.26571 -0.15000 -3.19302 -2.2 0.4 1.7
```
Positions in Å, forces in eV/Å.


Entry 4:
C7H16Cl2N2O3PW as an isolated structure in a non-equilibrium geometry, computed with wB97M-V/def2-TZVPD.

Summary:
Spin multiplicity: 3
⟨S²⟩: 2.02
Frontier orbital gap (alpha / beta), eV: 4.196 / 4.122
LUMO level (alpha / beta), eV: -14.68 / -14.76
Energy above the lowest of the compared OMol25 structures with the same formula, charge and spin, kcal/mol: 1.1
Total charge: +3
HOMO (alpha / beta), eV: -18.9 / -18.9

Structure (XYZ):
```
32
Properties=species:S:1:pos:R:3:forces:R:3
C 1.48225 2.96953 -0.78224 0.8 -0.6 0.8
H 0.82103 1.08942 -2.76689 0.0 -0.7 0.2
H -1.09708 3.74788 -1.71324 0.5 -0.7 0.2
C -1.16305 -0.51787 0.93816 -9.0 -1.1 6.5
N 0.12544 -1.10045 4.84885 -0.6 1.2 -0.9
H 1.37263 3.62002 -1.66539 -0.3 -0.5 0.2
C 0.00107 0.05363 4.10993 1.2 -0.6 3.3
H -0.04086 -1.04581 5.85195 0.2 -0.3 -0.4
H -0.09357 2.05624 4.40664 0.1 0.0 0.1
H 0.50609 -5.30995 -3.55506 0.0 0.7 0.2
C -0.24278 -3.43998 -2.62673 -4.2 -1.3 0.0
P 0.06022 1.83211 -0.53378 0.2 4.4 -2.1
O -2.18850 -0.64927 1.51446 5.6 0.7 -4.0
O -1.28558 -3.21009 -2.05173 3.3 0.2 -1.0
C 0.09758 0.69045 -2.03467 -0.5 0.3 -1.5
H -1.52611 3.58510 0.00242 0.0 -0.2 -0.1
H -0.91720 0.76379 -2.44525 0.0 -0.1 -0.1
C -0.07219 -4.39668 -3.80334 0.2 0.0 -0.2
H -0.12276 -1.95460 4.37783 0.0 -0.1 0.2
H -1.06818 -4.75248 -4.12358 0.3 0.4 0.4
N 0.18863 1.19964 4.86181 -0.9 -0.8 -1.4
Cl 2.58780 -0.45951 0.23852 -0.9 0.3 0.2
C -1.31659 3.01503 -0.91337 -0.9 -0.8 0.7
H 0.22105 -0.52772 -1.99691 0.0 1.2 -1.6
W 0.42135 -0.37884 -0.21769 4.5 -3.3 0.9
H -0.04452 1.15137 5.84712 0.2 0.1 -0.1
O -0.15487 0.04785 2.87516 0.2 0.5 -1.5
H 2.40526 2.37947 -0.83915 -0.1 0.3 0.0
H -2.20203 2.42096 -1.17322 0.0 0.3 0.1
H 0.40357 -3.91393 -4.67779 0.0 -0.1 0.6
H 1.56282 3.62529 0.09641 -0.1 -0.1 -0.1
Cl 1.27908 -2.59063 -2.04924 0.4 0.6 0.6
```
Positions in Å, forces in eV/Å.


Entry 5:
C7H16CuO5 as an isolated structure in a non-equilibrium geometry, computed with wB97M-V/def2-TZVPD.

Summary:
Frontier orbital gap, eV: 5.603
LUMO level, eV: 2.63
Energy above the lowest of the compared OMol25 structures with the same formula, charge and spin, kcal/mol: 4.0
Total charge: -1
HOMO, eV: -3.0

Structure (XYZ):
```
29
Properties=species:S:1:pos:R:3:forces:R:3
O -0.08764 -3.85780 -0.70186 -0.5 -1.4 0.5
H 3.07253 0.64057 2.80963 0.3 0.3 0.4
H -0.25947 2.12798 -3.38189 -0.2 0.1 -0.4
O -0.16898 -1.62900 -0.62360 -0.2 0.3 0.4
H -1.91974 2.35003 -0.82418 0.2 0.0 0.1
H -3.04542 -1.40386 0.26076 -0.5 0.4 -0.2
H -3.81580 -2.26752 -1.17361 -0.2 -0.2 0.7
C -0.71744 -2.70258 -0.60302 0.7 1.0 -0.5
H -2.68670 -1.08004 -1.48885 1.0 0.0 0.4
H 2.16442 2.32583 4.51558 -0.4 -0.1 0.1
O -2.01456 -2.92628 -0.55521 -0.4 -0.4 -0.6
H -1.67765 0.84027 -1.68505 0.2 0.0 -0.2
H 1.34143 0.55870 2.97564 0.0 0.0 0.5
H 1.73151 -3.34298 0.24189 -0.5 0.2 0.1
H 3.00990 3.11585 3.27818 0.0 0.0 -0.4
H 1.27306 3.19147 3.20770 -0.3 -0.4 -0.1
C 2.10133 2.52213 3.43385 1.3 0.1 0.9
H 1.74853 -3.41780 -1.50941 -0.1 0.2 0.1
C 1.31545 -3.87256 -0.61569 1.6 0.7 -0.5
O 1.98859 1.48394 1.26777 -1.3 -1.0 0.3
O 0.72580 2.02826 -1.59157 -1.6 -0.7 0.5
H -2.57991 2.18894 -2.42298 0.0 0.0 -0.2
C -0.36309 2.45708 -2.33222 1.2 -0.6 0.7
Cu -0.00974 0.65755 0.32261 2.5 1.4 -0.9
C -1.70316 1.92888 -1.81408 -0.5 0.2 0.4
H -0.39500 3.55961 -2.31238 -0.3 0.2 -0.3
H 1.74151 -4.87371 -0.57818 -0.9 -0.3 0.0
C -2.92230 -1.82838 -0.73074 -0.2 -0.2 -0.2
C 2.15256 1.22546 2.63091 -1.1 0.2 -1.5
```
Positions in Å, forces in eV/Å.